# 1
ORCA calculation (ωB97M-V with the def2-TZVPD basis set) on C3H3NS in the gas phase in a non-equilibrium geometry.

For the molecular weight, the calculation gives 85.1 g/mol. As for the net charge: 0. Its HOMO energy (alpha / beta) is -7.8 / -7.8 eV. For the calculated total energy, the calculation gives -15481.1620 eV. Its spin multiplicity is 1. The LUMO energy (alpha / beta) is -0.08 / -0.08 eV.

Last column: natural (NBO) charge in e.
Positions of all 8 atoms, in Å:
S: 1.235 -1.066 -0.968  -0.07
N: -0.716 0.585 0.667  -0.41
C: -0.191 -0.500 0.302  0.22
C: -0.176 1.540 0.050  -0.03
C: 0.027 -1.766 0.084  -0.31
H: -0.276 -2.766 0.294  0.24
H: -0.546 2.542 0.224  0.17
H: 0.644 1.430 -0.653  0.18



# 2
ORCA calculation (ωB97M-V with the def2-TZVPD basis set) on C3H3NS in the gas phase in a non-equilibrium geometry.

For the molecular weight, the calculation gives 85.1 g/mol. As for the net charge: 0. Its HOMO energy is -9.4 eV. For the calculated total energy, the calculation gives -15483.2240 eV. Its spin multiplicity is 1. The LUMO energy is -0.66 eV.

Last column: natural (NBO) charge in e.
Positions of all 8 atoms, in Å:
S: -2.076 -0.054 -0.061  0.12
N: 2.920 -0.402 -0.049  -0.29
C: 0.623 0.673 0.100  -0.59
C: 1.921 0.130 -0.136  0.27
C: -0.535 -0.382 0.080  -0.25
H: -0.155 -1.300 0.376  0.19
H: 0.327 1.639 -0.464  0.27
H: 0.544 0.820 1.149  0.28



# 3
ORCA calculation (ωB97M-V with the def2-TZVPD basis set) on C3H3NS in the gas phase in a non-equilibrium geometry.

For the molecular weight, the calculation gives 85.1 g/mol. As for the net charge: 0. Its HOMO energy is -9.0 eV. For the calculated total energy, the calculation gives -15480.8529 eV. Its spin multiplicity is 1. The LUMO energy is -1.19 eV.

Last column: natural (NBO) charge in e.
Positions of all 8 atoms, in Å:
S: 1.650 -2.246 -0.629  0.17
N: -0.850 0.442 -0.960  -0.33
C: 0.094 -0.069 -0.337  0.23
C: 1.302 -0.779 -0.195  -0.42
C: -1.210 0.768 0.461  -0.27
H: -2.062 0.233 0.814  0.20
H: 2.158 -0.127 0.186  0.23
H: -1.081 1.778 0.659  0.19



# 4
ORCA calculation (ωB97M-V with the def2-TZVPD basis set) on C3H3NS2 in the gas phase in a non-equilibrium geometry.

For the molecular weight, the calculation gives 117.2 g/mol. As for the net charge: 0. Its HOMO energy is -9.2 eV. For the calculated total energy, the calculation gives -26318.7134 eV. Its spin multiplicity is 1. The LUMO energy is -0.60 eV.

Last column: natural (NBO) charge in e.
Positions of all 9 atoms, in Å:
S: 0.336 -1.159 0.811  0.43
S: 1.705 1.304 -0.230  0.02
N: -1.495 0.246 -2.280  -0.28
C: -1.187 -0.071 -1.194  0.26
C: 1.659 -0.149 0.537  -0.54
C: -0.930 -0.038 0.234  -0.68
H: 2.573 -0.796 0.800  0.23
H: -0.789 0.947 0.569  0.29
H: -1.872 -0.284 0.753  0.27



# 5
ORCA calculation (ωB97M-V with the def2-TZVPD basis set) on 2 unconnected molecules or ions with the total composition C3H3NS2 in a non-equilibrium geometry.

For the molecular weight, the calculation gives 117.2 g/mol. As for the net charge: 0. Its HOMO energy is -9.1 eV. For the calculated total energy, the calculation gives -26318.3494 eV. Its spin multiplicity is 1. The LUMO energy is -0.43 eV.

Last column: natural (NBO) charge in e.
Positions of all 9 atoms, in Å:
S: -3.377 1.825 0.161  0.17
S: -3.732 -1.242 -0.194  0.18
N: 0.523 1.516 -0.479  -0.63
C: 0.130 0.441 -0.093  0.42
C: -3.476 0.266 0.166  -0.35
C: -0.280 -0.755 0.208  -0.67
H: -0.152 2.279 -0.380  0.38
H: -0.717 -1.284 -0.684  0.25
H: -0.153 -1.279 1.160  0.25



# 6
ORCA calculation (ωB97M-V with the def2-TZVPD basis set) on a molecular structure, C3H3NaO2 in a non-equilibrium geometry.

For the molecular weight, the calculation gives 94.0 g/mol. As for the net charge: 0. Its HOMO energy is -6.2 eV. For the calculated total energy, the calculation gives -11668.1076 eV. Its spin multiplicity is 1. The LUMO energy is -1.42 eV.

Last column: natural (NBO) charge in e.
Positions of all 9 atoms, in Å:
Na: -3.663 0.693 -0.672  0.93
O: 0.896 1.886 0.095  -0.55
O: -1.688 -0.340 0.337  -0.78
C: -0.932 0.430 -0.322  0.06
C: 1.094 -0.614 0.090  -0.75
C: 0.374 0.795 0.234  0.41
H: 2.173 -0.420 0.051  0.22
H: 0.873 -1.219 -0.802  0.24
H: 0.873 -1.210 0.990  0.22



# 7
ORCA calculation (ωB97M-V with the def2-TZVPD basis set) on a gas-phase ion, C3H3O2 (charge +1) in a non-equilibrium geometry.

For the molecular weight, the calculation gives 71.1 g/mol. As for the net charge: +1. Its HOMO energy is -16.3 eV. For the calculated total energy, the calculation gives -7242.8175 eV. Its spin multiplicity is 1. The LUMO energy is -6.05 eV.

Last column: natural (NBO) charge in e.
Positions of all 8 atoms, in Å:
O: 2.085 -0.742 0.095  -0.50
O: -2.281 -0.612 -0.364  -0.31
C: 1.032 -0.139 -0.044  0.68
C: -1.580 -0.038 0.325  0.55
C: 0.022 0.557 -0.051  -0.49
H: -1.602 0.406 1.298  0.20
H: -0.150 1.463 -0.513  0.33
H: 2.475 -0.894 -0.746  0.55



# 8
ORCA calculation (ωB97M-V with the def2-TZVPD basis set) on a gas-phase ion, C3H3O2S2 (charge -1) in a non-equilibrium geometry.

For the molecular weight, the calculation gives 135.2 g/mol. As for the net charge: -1. Its HOMO energy (alpha / beta) is -2.5 / -2.5 eV. For the calculated total energy, the calculation gives -28924.9367 eV. Its spin multiplicity is 1. The LUMO energy (alpha / beta) is 3.36 / 3.36 eV.

Last column: natural (NBO) charge in e.
Positions of all 10 atoms, in Å:
S: 2.192 0.300 -1.365  -0.16
S: -2.369 1.626 0.004  -0.51
O: 0.672 -0.941 0.349  -0.46
O: -1.295 -0.628 1.246  -0.74
C: -0.853 0.974 -0.367  -0.48
C: 1.822 -0.901 -0.350  0.02
C: -0.461 -0.132 0.314  0.47
H: -2.029 0.049 1.260  0.49
H: -0.227 1.338 -1.056  0.20
H: 2.547 -1.685 -0.036  0.18



# 9
ORCA calculation (ωB97M-V with the def2-TZVPD basis set) on a molecular structure, C3H3O2Sn in a non-equilibrium geometry.

For the molecular weight, the calculation gives 189.8 g/mol. As for the net charge: +1. Its HOMO energy (alpha / beta) is -12.0 / -12.0 eV. For the calculated total energy, the calculation gives -13072.1485 eV. Its spin multiplicity is 1. The LUMO energy (alpha / beta) is -7.10 / -7.10 eV.

Last column: Löwdin charge in e.
Positions of all 9 atoms, in Å:
Sn: -0.454 -2.165 -1.535  1.61
O: -0.646 -0.763 -0.536  -0.38
O: -0.783 0.506 1.301  0.13
C: 1.272 1.526 1.393  0.18
C: -0.146 -0.068 0.411  -0.60
C: 1.251 0.533 0.303  -0.23
H: 1.523 0.832 -0.717  0.12
H: 1.316 0.972 2.353  0.04
H: 1.975 -0.175 0.786  0.14



# 10
ORCA calculation (ωB97M-V with the def2-TZVPD basis set) on a molecular structure, C3H3O2Tb in a non-equilibrium geometry.

For the molecular weight, the calculation gives 230.0 g/mol. As for the net charge: +1. Its HOMO energy (alpha / beta) is -11.1 / -11.1 eV. For the calculated total energy, the calculation gives -29678.5940 eV. Its spin multiplicity is 8. The LUMO energy (alpha / beta) is -4.42 / -5.81 eV. The expectation value of S² is 15.77.

Last column: Löwdin charge in e.
Positions of all 9 atoms, in Å:
Tb: 2.980 -0.746 0.602  1.85
O: 1.825 1.055 -0.217  -0.25
O: 0.472 -0.671 0.245  -0.29
C: 0.614 0.695 -0.149  -0.50
C: -0.961 -0.623 -0.040  -0.18
C: -0.861 0.811 -0.462  0.03
H: -1.186 -1.339 -0.846  0.13
H: -1.381 1.662 -0.026  0.08
H: -1.503 -0.844 0.892  0.13



# 11
ORCA calculation (ωB97M-V with the def2-TZVPD basis set) on a gas-phase ion, C3H3O3 (charge +1) in a non-equilibrium geometry.

For the molecular weight, the calculation gives 87.1 g/mol. As for the net charge: +1. Its HOMO energy (alpha / beta) is -14.5 / -16.4 eV. For the calculated total energy, the calculation gives -9286.9100 eV. Its spin multiplicity is 3. The LUMO energy (alpha / beta) is -7.03 / -8.09 eV. The expectation value of S² is 2.02.

Last column: natural (NBO) charge in e.
Positions of all 9 atoms, in Å:
O: 1.141 -0.297 0.191  -0.37
O: -0.718 -1.836 -0.067  -0.52
O: -2.226 -0.182 0.085  -0.59
C: 0.062 0.343 0.127  0.19
C: -1.073 -0.709 0.038  0.71
C: 1.881 -1.199 -0.065  0.60
H: -2.252 0.804 0.182  0.52
H: 2.078 -2.148 0.333  0.22
H: -0.210 1.360 0.515  0.25



# 12
ORCA calculation (ωB97M-V with the def2-TZVPD basis set) on a molecular structure, C3H3O3PS2 in a non-equilibrium geometry.

For the molecular weight, the calculation gives 182.2 g/mol. As for the net charge: -2. Its HOMO energy is 0.4 eV. For the calculated total energy, the calculation gives -40261.9109 eV. Its spin multiplicity is 1. The LUMO energy is 5.73 eV.

Last column: natural (NBO) charge in e.
Positions of all 12 atoms, in Å:
S: -1.258 -2.144 -0.536  -0.37
S: 0.916 -1.478 0.078  0.35
P: 2.116 0.881 -0.094  2.34
O: 2.619 -0.683 0.323  -1.08
O: 2.624 1.998 0.771  -1.19
O: 2.232 1.061 -1.587  -1.19
C: -1.982 -0.641 0.094  -0.56
C: -1.031 0.458 0.117  -0.34
C: 0.333 0.174 0.178  -0.51
H: -2.545 -0.678 0.969  0.16
H: -2.797 -0.493 -0.596  0.19
H: -1.225 1.543 0.283  0.19



- Among the records above, which one has the lowest calculated total energy?
  C3H3O3PS2